1.
{
  "formula": "C29H24AlBrF4I2P",
  "method": "ωB97M-V/def2-TZVPD",
  "species": ["Al", "F", "C", "C", "F", "C", "F", "C", "P", "C", "C", "C", "C", "C", "C", "C", "C", "C", "C", "C", "C", "C", "Br", "C", "F", "H", "H", "H", "H", "H", "H", "H", "H", "H", "H", "I", "C", "I", "H", "H", "C", "C", "C", "C", "C", "C", "C", "C", "C", "C", "H", "H", "H", "H", "H", "H", "H", "H", "H", "H", "H", "H"],
  "coordinates": [[-1.066, 0.358, 0.790], [-1.562, 6.868, -2.646], [-1.194, 5.644, -2.311], [-0.284, 4.963, -3.113], [0.204, 5.558, -4.193], [0.110, 3.679, -2.788], [0.997, 3.077, -3.585], [-0.394, 3.032, -1.659], [0.039, 1.326, -1.230], [-0.486, 0.333, -2.645], [-1.774, -0.203, -2.582], [-2.284, -0.945, -3.635], [-1.499, -1.166, -4.758], [-0.214, -0.644, -4.826], [0.295, 0.107, -3.776], [1.831, 1.296, -1.076], [2.484, 2.399, -0.526], [3.852, 2.350, -0.310], [4.569, 1.207, -0.637], [3.919, 0.105, -1.175], [2.549, 0.142, -1.386], [-1.278, 3.767, -0.914], [-1.605, 2.238, 1.927], [-1.701, 5.036, -1.172], [-2.561, 5.691, -0.398], [-2.402, -0.035, -1.709], [-3.286, -1.348, -3.580], [-1.890, -1.746, -5.583], [0.395, -0.817, -5.703], [1.292, 0.521, -3.845], [1.929, 3.294, -0.269], [4.359, 3.207, 0.114], [5.639, 1.176, -0.474], [4.478, -0.786, -1.430], [2.041, -0.724, -1.793], [-3.096, -1.279, 1.989], [-4.490, -0.588, 3.448], [-5.237, 1.355, 3.241], [-3.961, -0.688, 4.387], [-5.306, -1.292, 3.359], [1.971, -2.674, 1.062], [0.889, -1.783, 1.688], [1.563, -0.586, 2.367], [-0.087, -1.283, 0.638], [0.058, -2.613, 2.683], [-0.585, -3.767, 2.230], [-1.361, -4.537, 3.082], [-1.518, -4.162, 4.411], [-0.888, -3.016, 4.872], [-0.107, -2.249, 4.014], [2.636, -2.082, 0.431], [1.537, -3.467, 0.452], [2.571, -3.142, 1.844], [2.229, -0.087, 1.659], [2.157, -0.887, 3.231], [0.836, 0.156, 2.722], [-0.252, -1.943, -0.214], [-0.484, -4.071, 1.194], [-1.841, -5.433, 2.709], [-2.117, -4.764, 5.082], [-0.992, -2.719, 5.908], [0.369, -1.359, 4.406]],
  "charge": 1,
  "energy_ev": -143454.08325,
  "fmax_ev_per_a": 0.60,
  "e_lumo_ev": [-4.04, -4.16],
  "de_lowest_kcal_mol": 0.0
}



2.
{
  "formula": "C29H24Br3N6OPdS",
  "method": "ωB97M-V/def2-TZVPD",
  "species": ["Pd", "C", "C", "C", "C", "C", "C", "Br", "C", "C", "Br", "C", "O", "C", "N", "H", "H", "H", "H", "H", "H", "C", "C", "N", "C", "C", "N", "H", "H", "H", "H", "H", "H", "Br", "C", "C", "C", "C", "N", "C", "H", "H", "H", "H", "S", "C", "C", "C", "N", "C", "C", "C", "C", "C", "N", "C", "C", "H", "H", "H", "H", "H", "H", "H", "H"],
  "coordinates": [[0.250, -0.522, 0.367], [1.226, -2.618, -1.887], [2.402, -1.779, -1.479], [3.696, -2.115, -1.933], [4.769, -1.388, -1.515], [4.582, -0.278, -0.660], [5.632, 0.530, -0.164], [7.447, 0.162, -0.618], [5.360, 1.588, 0.662], [4.048, 1.905, 0.995], [3.744, 3.403, 2.128], [2.910, 1.204, 0.528], [1.728, 1.546, 0.754], [3.252, 0.025, -0.288], [2.211, -0.755, -0.678], [1.261, -2.836, -2.957], [0.295, -2.103, -1.640], [1.228, -3.572, -1.351], [3.822, -2.965, -2.592], [5.771, -1.645, -1.832], [6.167, 2.194, 1.052], [1.282, 0.881, 3.844], [2.183, -0.294, 3.697], [2.135, -1.187, 2.742], [3.133, -2.093, 3.014], [3.797, -1.742, 4.148], [3.180, -0.587, 4.579], [0.691, 0.967, 2.935], [1.856, 1.801, 3.963], [0.617, 0.758, 4.703], [3.327, -2.927, 2.359], [4.636, -2.174, 4.665], [3.446, -0.024, 5.366], [-0.556, -4.794, 0.975], [-1.373, -3.117, 0.596], [-2.292, -3.007, -0.405], [-2.792, -1.715, -0.661], [-2.386, -0.669, 0.130], [-1.587, -0.781, 1.236], [-0.985, -2.009, 1.387], [-2.592, -3.865, -0.990], [-3.492, -1.537, -1.468], [-2.766, 0.330, -0.048], [-0.448, -2.174, 2.313], [-4.137, 3.814, -1.955], [-2.628, 2.887, -1.719], [-2.271, 1.872, -2.600], [-1.073, 1.211, -2.383], [-0.229, 1.517, -1.400], [-0.566, 2.503, -0.575], [-1.764, 3.205, -0.683], [-5.313, 2.476, -1.891], [-6.110, 2.184, -2.989], [-7.027, 1.149, -2.886], [-7.182, 0.403, -1.795], [-6.409, 0.692, -0.749], [-5.480, 1.721, -0.739], [-2.908, 1.606, -3.434], [-0.771, 0.394, -3.031], [0.158, 2.715, 0.205], [-2.007, 3.992, 0.018], [-6.014, 2.749, -3.907], [-7.660, 0.900, -3.731], [-6.536, 0.070, 0.129], [-4.886, 1.917, 0.143]],
  "charge": -1,
  "energy_ev": -265895.40013,
  "fmax_ev_per_a": 0.47,
  "e_lumo_ev": 2.25
}



3.
{
  "formula": "C29H24F12NO2Pt",
  "method": "ωB97M-V/def2-TZVPD",
  "species": ["Pt", "C", "C", "C", "C", "C", "N", "C", "C", "C", "C", "C", "C", "C", "C", "O", "C", "F", "F", "F", "C", "F", "F", "F", "C", "C", "C", "O", "C", "F", "F", "F", "C", "F", "F", "F", "H", "H", "H", "H", "H", "H", "H", "H", "H", "H", "H", "H", "C", "C", "C", "C", "C", "C", "C", "C", "C", "H", "H", "H", "H", "H", "H", "H", "H", "H", "H", "H", "H"],
  "coordinates": [[1.153, 0.720, -0.268], [-5.962, 1.488, 0.276], [-4.589, 0.919, 0.108], [-4.206, -0.262, 0.736], [-2.937, -0.758, 0.564], [-1.965, -0.096, -0.222], [-0.730, -0.681, -0.364], [-0.635, -2.018, -0.582], [-1.673, -2.678, -1.296], [-1.673, -4.032, -1.506], [-0.634, -4.824, -1.022], [-0.615, -6.307, -1.206], [0.431, -4.179, -0.382], [0.476, -2.814, -0.183], [1.665, -2.191, 0.550], [2.112, -0.997, 0.033], [2.944, -3.096, 0.492], [4.016, -2.401, 0.906], [2.855, -4.186, 1.270], [3.175, -3.492, -0.763], [1.277, -2.049, 2.071], [0.456, -0.991, 2.251], [0.637, -3.125, 2.525], [2.344, -1.846, 2.858], [-2.326, 1.152, -0.790], [-3.628, 1.598, -0.646], [-1.297, 1.981, -1.566], [-0.104, 2.126, -0.878], [-1.062, 1.356, -2.985], [-0.452, 0.159, -2.888], [-0.282, 2.130, -3.746], [-2.218, 1.161, -3.621], [-1.761, 3.460, -1.785], [-2.784, 3.573, -2.639], [-2.124, 4.005, -0.610], [-0.753, 4.198, -2.266], [-6.674, 0.721, 0.576], [-6.312, 1.960, -0.641], [-5.955, 2.256, 1.053], [-4.910, -0.797, 1.361], [-2.638, -1.668, 1.068], [-2.463, -2.068, -1.712], [-2.486, -4.489, -2.057], [-1.600, -6.686, -1.469], [-0.269, -6.808, -0.302], [0.078, -6.578, -2.006], [1.233, -4.810, -0.033], [-3.952, 2.508, -1.124], [4.614, 0.807, -0.475], [3.534, 1.527, 0.267], [2.843, 2.606, -0.304], [1.986, 3.408, 0.479], [1.378, 4.641, -0.087], [1.768, 3.065, 1.824], [2.395, 1.980, 2.408], [2.193, 1.665, 3.859], [3.273, 1.214, 1.619], [5.586, 1.117, -0.087], [4.586, 1.027, -1.541], [4.531, -0.270, -0.328], [3.074, 2.907, -1.319], [1.948, 5.508, 0.261], [0.351, 4.768, 0.257], [1.394, 4.638, -1.174], [1.107, 3.683, 2.421], [2.852, 2.289, 4.467], [2.432, 0.627, 4.078], [1.168, 1.865, 4.166], [3.804, 0.383, 2.066]],
  "charge": 1,
  "energy_ev": -71896.26153,
  "fmax_ev_per_a": 0.98,
  "e_lumo_ev": [-2.47, -6.55],
  "de_lowest_kcal_mol": 4.3,
  "multiplicity": 5
}